1.
C19H27IrN2O2S5 | ωB97M-V/def2-TZVPD

```
56
C19H27IrN2O2S5 ωB97M-V/def2-TZVPD
Ir 0.10 -0.05 0.19
C 0.77 1.58 -3.25
C 2.16 1.56 -2.64
S 1.91 1.80 -0.87
C 3.52 1.47 -0.13
C 3.27 0.99 1.29
S 2.15 -0.43 1.37
C 3.00 -1.68 0.36
C 2.01 -2.79 0.12
S 0.50 -2.23 -0.73
C 1.19 -1.98 -2.39
C 0.18 -1.23 -3.24
S -0.35 0.35 -2.52
H 0.79 1.43 -4.33
H 0.28 2.53 -3.07
H 2.75 2.39 -3.03
H 2.69 0.63 -2.83
H 4.09 2.40 -0.11
H 4.07 0.75 -0.72
H 2.80 1.76 1.90
H 4.19 0.69 1.79
H 3.85 -2.03 0.94
H 3.35 -1.25 -0.57
H 1.69 -3.25 1.06
H 2.44 -3.58 -0.50
H 1.38 -2.97 -2.80
H 2.13 -1.44 -2.32
H -0.73 -1.81 -3.34
H 0.57 -1.04 -4.24
S -1.33 -0.91 4.31
C -1.17 -2.42 3.53
C -0.75 -2.31 2.23
C -0.55 -0.96 1.86
C -0.85 -0.09 2.89
C -0.81 1.33 2.63
C -1.21 2.33 3.51
C -1.29 3.64 3.06
C -0.99 3.91 1.73
C -0.57 2.88 0.92
N -0.43 1.63 1.37
H -1.40 -3.32 4.07
H -0.64 -3.18 1.59
H -1.49 2.07 4.52
H -1.60 4.43 3.73
H -1.07 4.91 1.32
H -0.32 3.05 -0.12
N -4.93 -1.52 -1.23
C -4.18 -0.43 -0.52
C -2.69 -0.73 -0.68
O -1.94 0.18 -0.18
O -2.35 -1.74 -1.28
H -5.60 -2.00 -0.63
H -4.22 -2.20 -1.56
H -5.45 -1.18 -2.05
H -4.46 -0.44 0.53
H -4.44 0.53 -0.94
```

Total charge = +3
2S+1 = 2
E_LUMO (spin up / spin down) = -8.66 / -11.16 eV

Here are the Mulliken charges for atoms 1 to 4, given in e:
1 Ir 1.163
2 C -1.012
3 C -0.670
4 S 0.190

=====

2.
C2H4Cl2Na | ωB97M-V/def2-TZVPD

```
9
C2H4Cl2Na ωB97M-V/def2-TZVPD
Cl -0.23 1.22 -1.27
Cl -0.15 0.74 1.61
C 0.16 -1.24 -0.21
C 0.46 0.21 0.02
H 0.56 -1.57 -1.18
H -0.93 -1.42 -0.21
H 0.61 -1.86 0.58
H 1.55 0.42 0.03
Na -2.03 3.50 0.64
```

Total charge = +1
E_LUMO = -5.03 eV

Here are the Mulliken charges for atoms 1 to 4, given in e:
1 Cl -0.187
2 Cl -0.186
3 C -1.108
4 C 0.247

=====

Energy above the lowest of the compared OMol25 structures with the same formula, charge and spin for the records above, in order: 0.00, 0.00 kcal/mol